ORCA calculation (ωB97M-V with the def2-TZVPD basis set) on a molecular structure, C12H30ClMgO6 in a non-equilibrium geometry.

The geometry in XYZ format:
```
50
Properties=species:S:1:pos:R:3:mulliken_charge:R:1
Mg -1.3738 -2.1222 -0.1454 1.19
Cl -0.0728 0.5015 1.4139 -0.52
C 2.1993 -1.9062 -2.3830 -0.85
O 1.6363 -2.6948 -1.3109 -0.18
C 2.5504 -3.6204 -0.6534 -0.68
C 2.1962 -3.6370 0.8397 -0.50
O 0.8063 -3.7926 1.0721 -0.19
C 0.4443 -4.2137 2.4554 -0.80
H 1.6474 -1.0594 -2.7910 0.26
H 2.2276 -2.6055 -3.2186 0.36
H 3.2625 -1.7294 -2.2207 0.32
H 3.6263 -3.4939 -0.7739 0.41
H 2.2609 -4.5351 -1.1708 0.28
H 2.6563 -2.8022 1.3684 0.36
H 2.6638 -4.5015 1.3110 0.40
H -0.5673 -4.6141 2.3894 0.25
H 0.5085 -3.3616 3.1322 0.33
H 1.2134 -4.8716 2.8600 0.34
C 0.9404 6.9361 5.3960 -0.74
O 0.5645 6.6606 4.0445 -0.28
C 1.4518 5.6370 3.5260 -0.46
C 1.5437 5.7740 1.9923 -0.49
O 0.2414 6.2002 1.4684 -0.30
C 0.3169 6.3763 0.1022 -0.72
H 0.1397 7.5306 5.8361 0.24
H 1.8357 7.5497 5.4958 0.28
H 0.9724 5.9752 5.9096 0.32
H 1.0254 4.6614 3.7592 0.32
H 2.4808 5.6557 3.8849 0.34
H 1.7846 4.8416 1.4818 0.34
H 2.1895 6.6336 1.8133 0.32
H -0.5245 6.9366 -0.3053 0.25
H 0.2687 5.3906 -0.3607 0.26
H 1.2466 6.8436 -0.2225 0.30
C -2.3179 -5.3052 -1.8069 -0.79
O -2.3500 -3.8907 -2.1387 -0.15
C -2.7623 -3.6226 -3.4542 -0.55
C -3.4869 -2.2542 -3.2907 -0.63
O -2.5902 -1.3578 -2.5513 -0.18
C -2.5469 -0.0756 -3.0183 -0.82
H -2.5456 -5.4200 -0.7472 0.27
H -1.3135 -5.7254 -1.8591 0.27
H -3.1252 -5.7883 -2.3574 0.36
H -3.4452 -4.3060 -3.9588 0.41
H -1.9981 -3.3736 -4.1904 0.26
H -4.4976 -2.3485 -2.8937 0.37
H -3.8012 -1.8825 -4.2661 0.46
H -2.4441 -0.0407 -4.1029 0.35
H -1.6649 0.4125 -2.6038 0.27
H -3.4736 0.4352 -2.7566 0.33
```

Calculated values
calculated total energy: -1586.48329 hartree
HOMO level: -0.390 Ha
lowest unoccupied orbital energy: -6.2 eV
strongest force on any atom: 3.6 eV/Å
net charge: +1
relative energy (zero: lowest compared OMol25 entry of this formula, charge and spin): 661.2 kJ/mol


ORCA calculation (ωB97M-V with the def2-TZVPD basis set) on 14 unconnected molecules or ions with the total composition C48H104N8O20 in a non-equilibrium geometry.

The geometry in XYZ format:
```
180
Properties=species:S:1:pos:R:3:mulliken_charge:R:1
C 2.3951 5.4042 0.8646 0.13
O 2.8929 6.5391 1.0410 -0.71
N 2.8912 4.2124 1.2085 0.45
C 2.2818 2.9277 0.8500 0.09
C 4.0192 4.1492 2.1115 -1.16
H 1.3874 5.2625 0.4441 0.37
H 1.5146 3.0866 0.0922 -0.48
H 1.6963 2.4762 1.6509 -0.13
H 3.0912 2.2192 0.6739 0.28
H 4.8866 3.6971 1.6305 0.29
H 4.2931 5.1573 2.4227 0.42
H 3.8133 3.5945 3.0269 0.32
C 3.9427 0.7541 3.7792 1.01
O 2.9241 1.1970 4.3534 -0.81
N 5.2097 1.0795 3.9451 0.11
C 6.2262 0.6030 2.9701 -0.77
C 5.5596 2.1731 4.8184 -1.10
H 3.9612 0.0173 2.9612 -0.26
H 6.3035 1.2117 2.0692 0.28
H 5.8787 -0.3305 2.5274 0.18
H 7.2006 0.4977 3.4471 0.36
H 6.3245 1.7635 5.4781 0.39
H 5.9598 3.0575 4.3227 0.32
H 4.7426 2.4912 5.4661 0.33
C 5.5222 -1.2124 -1.6291 -0.06
O 5.3038 0.0352 -1.8803 -0.50
N 4.7226 -1.8831 -0.8582 0.62
C 5.0276 -3.2937 -0.5732 -0.92
C 3.5663 -1.3913 -0.0797 -0.36
H 6.4265 -1.7699 -1.9180 0.28
H 4.2263 -3.9842 -0.8360 0.18
H 5.2530 -3.3312 0.4926 0.31
H 5.8813 -3.7315 -1.0906 0.42
H 3.1366 -0.4635 -0.4574 -0.15
H 2.7897 -2.1382 -0.2444 0.04
H 3.8472 -1.3505 0.9727 0.25
C 0.3830 -1.8476 -5.0435 0.75
O -0.2057 -1.1495 -5.8810 -0.68
N 1.6126 -1.4842 -4.5840 0.15
C 2.2199 -2.2470 -3.4844 -0.26
C 2.3143 -0.2099 -5.0283 -1.06
H -0.0564 -2.6853 -4.4801 -0.19
H 2.4129 -1.5716 -2.6509 0.05
H 3.1689 -2.7158 -3.7447 0.29
H 1.4839 -2.9841 -3.1635 -0.13
H 2.0657 0.1052 -6.0417 0.32
H 2.3831 0.5952 -4.2967 0.32
H 3.3138 -0.5956 -5.2292 0.40
C -1.4070 7.0111 -2.6198 0.11
O -1.5649 8.0075 -1.8867 -0.65
N -0.2245 6.5348 -3.0194 0.19
C -0.1374 5.2561 -3.7527 -0.98
C 1.0174 7.1885 -2.7545 -0.80
H -2.2501 6.3907 -2.9612 0.36
H 0.2848 4.4354 -3.1729 0.25
H 0.4226 5.4255 -4.6725 0.38
H -1.1216 4.9620 -4.1173 0.35
H 1.5010 6.6233 -1.9578 0.18
H 1.6368 7.1401 -3.6500 0.30
H 0.9503 8.2491 -2.5122 0.33
C 4.1144 2.8702 -2.8018 0.29
O 2.9260 3.2947 -2.7951 -0.52
N 5.2367 3.5942 -2.5785 0.15
C 6.5776 3.0161 -2.5590 -0.81
C 5.2165 5.0581 -2.2189 -0.81
H 4.3172 1.8081 -3.0095 0.08
H 7.2966 3.5955 -3.1382 0.30
H 6.6262 1.9633 -2.8373 0.23
H 6.8114 3.1827 -1.5075 0.29
H 5.5347 5.2509 -1.1943 0.35
H 5.7790 5.7043 -2.8927 0.36
H 4.1826 5.4026 -2.2401 0.09
C -0.5171 -3.3707 -0.6240 0.21
O 0.7039 -3.3875 -0.8088 -0.95
N -1.2041 -4.4268 -0.2097 1.21
C -2.5831 -4.2019 0.2318 -0.41
C -0.6416 -5.8425 -0.1880 -1.29
H -1.0538 -2.4166 -0.7416 0.19
H -2.7544 -4.6177 1.2247 -0.06
H -3.1121 -4.8045 -0.5066 0.57
H -2.8194 -3.1379 0.2463 -0.54
H 0.3766 -5.9852 -0.5500 0.27
H -0.6801 -6.3171 0.7926 0.20
H -1.3535 -6.4878 -0.7026 0.47
C -4.2893 -1.1776 2.3380 -0.13
O -3.4442 -2.0132 2.1249 -0.21
N -5.2886 -0.8489 1.5660 0.17
C -5.4562 -1.5386 0.2227 -0.21
C -6.1648 0.2817 1.8323 -0.56
H -4.1270 -0.4389 3.1381 0.29
H -4.7397 -2.3587 0.1770 -0.35
H -5.2630 -0.9523 -0.6756 0.17
H -6.4285 -2.0309 0.2026 0.40
H -7.2097 -0.0285 1.8439 0.33
H -5.9154 0.9077 2.6891 0.32
H -6.0454 0.8928 0.9377 0.02
O 3.9574 -2.8298 3.3416 -0.58
C 3.3424 -3.4069 4.2401 0.77
O 3.0391 -4.7202 4.3184 -0.39
C 3.2921 -5.4644 3.1361 -0.55
C 2.3589 -5.1701 1.9932 -0.28
C 2.6872 -2.6366 5.2999 -0.69
H 3.3731 -6.5266 3.3668 0.41
H 4.2762 -5.1424 2.7957 0.32
H 2.5132 -5.8906 1.1899 0.48
H 2.3717 -4.1358 1.6494 -0.12
H 1.3379 -5.4049 2.2942 0.01
H 2.0371 -3.2850 5.8873 0.36
H 2.0497 -1.9250 4.7753 -0.04
H 3.4565 -2.1896 5.9296 0.33
O -1.5871 -5.7063 5.1843 -0.66
C -1.9622 -5.0263 4.2275 0.00
O -3.0125 -5.3301 3.4314 -0.16
C -3.5855 -6.5952 3.3834 -0.26
C -4.6108 -6.7849 4.5129 -1.31
C -1.3084 -3.7377 3.8494 0.33
H -2.8014 -7.3488 3.3096 0.39
H -4.2048 -6.6615 2.4889 0.27
H -4.3568 -6.5704 5.5510 0.33
H -4.8616 -7.8379 4.6403 0.39
H -5.5823 -6.3158 4.3571 0.33
H -1.3334 -3.7275 2.7597 -0.15
H -0.3074 -3.7417 4.2808 -0.07
H -1.9816 -2.9806 4.2514 0.38
O -7.7431 3.3693 -4.1712 -0.56
C -7.7757 3.5634 -2.9738 0.62
O -6.7378 3.2925 -2.1193 -0.26
C -5.4758 2.9317 -2.6264 -0.45
C -4.5765 2.8185 -1.4113 0.25
C -9.0104 4.0182 -2.2347 -0.95
H -5.1712 3.7290 -3.3043 0.34
H -5.5901 1.9890 -3.1616 0.28
H -4.4149 3.7968 -0.9587 0.35
H -3.6147 2.4011 -1.7094 -0.07
H -4.9235 2.0683 -0.7008 -0.42
H -9.0569 5.1001 -2.3589 0.26
H -8.9789 3.7443 -1.1802 0.28
H -9.9136 3.6106 -2.6888 0.31
O -2.6373 2.5104 2.0413 -0.67
C -1.5313 3.0735 2.1737 1.01
O -0.9821 4.0184 1.3534 -0.33
C -1.5333 4.4412 0.1211 2.21
C -2.4836 5.5988 0.4917 -1.54
C -0.5984 2.7232 3.3138 -1.01
H -2.0211 3.5816 -0.3385 -0.82
H -0.6558 4.7223 -0.4613 -0.52
H -3.1552 5.2612 1.2811 0.40
H -3.0474 5.8935 -0.3934 0.39
H -2.0468 6.5862 0.6406 0.28
H 0.2989 3.3153 3.4937 0.30
H -0.2381 1.6998 3.2089 -0.02
H -1.1860 2.7722 4.2306 0.51
O -4.2420 -5.3048 -3.4992 -0.62
C -3.1758 -4.7651 -3.7025 0.64
O -2.8643 -3.4831 -3.4845 -0.01
C -3.8857 -2.5543 -3.0917 -0.40
C -3.2742 -1.1667 -3.0694 -0.53
C -2.0023 -5.5566 -4.1295 -0.73
H -4.2802 -2.7274 -2.0905 0.12
H -4.7008 -2.6881 -3.8029 0.53
H -2.4819 -1.0015 -2.3392 -0.10
H -4.0473 -0.4091 -2.9418 0.10
H -2.8472 -0.9329 -4.0446 0.43
H -1.5578 -5.9921 -3.2346 0.05
H -1.1823 -4.9632 -4.5338 0.17
H -2.3771 -6.2693 -4.8642 0.36
O -1.7094 0.9604 -0.8473 -0.34
C -0.4867 0.9125 -0.7745 0.09
O 0.2090 0.2755 0.2932 1.10
C -0.5395 -0.3484 1.3560 0.67
C 0.4163 -0.9974 2.3818 -1.18
C 0.3589 1.4544 -1.9199 -0.20
H -1.2626 -1.0557 0.9500 -0.60
H -1.2299 0.3753 1.7893 -0.09
H -0.1923 -1.3836 3.1995 0.36
H 1.0499 -0.2357 2.8362 0.03
H 0.9876 -1.8247 1.9605 0.14
H -0.0343 2.3978 -2.2987 -0.38
H 0.2782 0.7298 -2.7302 0.17
H 1.3667 1.4160 -1.5064 0.05
```

Calculated values
calculated total energy: -3834.16092 hartree
HOMO level: -0.335 Ha
lowest unoccupied orbital energy: 0.3 eV
strongest force on any atom: 5.2 eV/Å
relative energy (zero: lowest compared OMol25 entry of this formula, charge and spin): 0.0 kJ/mol


ORCA calculation (ωB97M-V with the def2-TZVPD basis set) on a molecular structure, C10H18ClLaO7P in a non-equilibrium geometry.

The geometry in XYZ format:
```
38
Properties=species:S:1:pos:R:3:mulliken_charge:R:1
C 3.3415 -1.0778 -0.8679 -0.80
C 3.7664 0.2646 -0.0376 0.53
O 4.5240 1.0716 -0.6306 -0.41
O 3.2330 0.4621 1.2777 -0.21
C 2.1492 1.4555 1.2620 0.10
O 2.2387 2.3440 2.1514 -0.41
C 0.9209 1.3664 0.2262 -0.17
P -0.7823 1.1278 1.0470 0.36
C -0.1818 -0.2763 2.2064 -0.75
O 0.5971 -1.3117 1.5672 -0.26
C -0.1136 -1.9468 0.4827 -0.33
O -1.4808 -2.2736 0.7743 -0.33
C -2.2249 -2.6433 -0.4186 -0.42
C -2.5169 -1.4371 -1.4421 -0.02
O -3.8562 -0.8917 -1.3631 -0.51
C -1.5128 2.4469 -0.1891 -0.86
C -1.3448 3.9469 0.3481 0.42
O -1.8313 4.3310 1.4316 -0.38
Cl -0.3565 5.1231 -0.6806 -0.09
H 4.3135 -1.6341 -1.2570 0.24
H 2.6944 -1.8070 -0.2297 0.29
H 2.7198 -0.7856 -1.8192 0.41
H 1.0940 0.6014 -0.6318 0.18
H 0.8884 2.3967 -0.3106 0.44
H -1.0727 1.9827 2.1914 0.21
H -1.8397 0.2607 0.6073 0.14
H -1.0856 -0.7527 2.7638 0.50
H 0.4732 0.1764 3.0549 0.50
H 0.0438 -1.3163 -0.4677 0.32
H 0.4312 -2.9592 0.2893 0.33
H -1.7696 -3.5479 -0.9902 0.25
H -3.2550 -3.0263 -0.0454 0.34
H -2.3211 -1.8534 -2.5088 0.37
H -1.7824 -0.5398 -1.3362 -0.15
H -4.1480 -0.8037 -2.3096 0.37
H -1.1069 2.2806 -1.2590 0.48
H -2.6498 2.2126 -0.2616 0.50
La 3.8036 -2.9667 -2.6249 1.81
```

Calculated values
calculated total energy: -1750.07116 hartree
HOMO level: -0.611 Ha
lowest unoccupied orbital energy: -14.5 eV
strongest force on any atom: 6.7 eV/Å
net charge: +3